{
  "formula": "C28H59NO12P3",
  "method": "ωB97M-V/def2-TZVPD",
  "charge": 1,
  "spin_multiplicity": 1,
  "lumo_ev": -3.472,
  "symbols": ["C", "C", "C", "O", "C", "C", "C", "C", "N", "C", "C", "C", "P", "O", "O", "C", "C", "O", "C", "C", "C", "C", "H", "H", "H", "H", "H", "H", "H", "H", "H", "H", "H", "H", "H", "H", "H", "H", "H", "H", "H", "H", "H", "H", "H", "H", "H", "H", "H", "H", "H", "O", "P", "O", "C", "C", "O", "C", "C", "O", "C", "C", "H", "H", "H", "H", "H", "H", "H", "H", "H", "H", "H", "H", "H", "H", "H", "O", "P", "O", "C", "C", "O", "C", "C", "O", "C", "C", "H", "H", "H", "H", "H", "H", "H", "H", "H", "H", "H", "H", "H", "H", "H"],
  "positions_angstrom": [[-1.815922, -4.806309, 0.714912], [-2.131867, -3.413058, 1.298438], [-0.944972, -2.485783, 1.122242], [-0.723276, -2.139977, -0.250821], [-0.304046, -0.821603, -0.430684], [1.071246, -0.522679, 0.120473], [1.958272, -1.545585, 0.464118], [3.173723, -1.244538, 0.996168], [3.587646, 0.020688, 1.179741], [4.941739, 0.235673, 1.727300], [5.013530, 1.244246, 2.901801], [3.740398, 1.379967, 3.763552], [3.105057, -0.170046, 4.462626], [1.988713, -0.744836, 3.679305], [2.618248, 0.051289, 5.970818], [1.979395, 1.301826, 6.293112], [0.791561, 1.676285, 5.406520], [4.334694, -1.208000, 4.443616], [3.940550, -2.592638, 4.302955], [5.219002, -3.452984, 4.436681], [2.771364, 1.010329, 0.817768], [1.495830, 0.796320, 0.302920], [-1.768665, -4.710573, -0.374374], [-2.581316, -5.538925, 0.963883], [-0.820947, -5.123315, 1.036891], [-3.066831, -3.016863, 0.899828], [-2.234358, -3.565354, 2.379388], [-0.991676, -1.602752, 1.773498], [-0.060120, -3.036484, 1.471863], [-0.388164, -0.517065, -1.477698], [-0.996334, -0.158589, 0.117724], [1.669153, -2.574967, 0.303098], [3.844714, -2.049867, 1.261624], [5.574731, 0.585002, 0.909486], [5.319798, -0.724412, 2.067471], [5.370257, 2.201646, 2.518403], [5.808641, 0.881747, 3.558688], [2.984643, 1.935075, 3.210444], [4.013457, 2.020579, 4.610605], [1.595125, 1.172743, 7.305557], [2.677556, 2.141666, 6.348265], [1.094311, 2.305137, 4.562864], [0.043513, 2.254004, 5.953422], [0.282925, 0.808535, 4.984234], [3.504316, -2.802495, 3.328693], [3.226347, -2.894104, 5.068720], [5.131517, -4.220008, 5.202494], [6.068798, -2.795476, 4.625486], [5.420723, -3.944984, 3.481445], [3.115872, 2.029251, 0.959883], [0.845371, 1.621468, 0.042532], [-5.287120, -4.924247, -5.299399], [-5.547769, -4.843516, -3.842097], [-4.188813, -5.355388, -3.108099], [-2.976040, -4.643456, -3.314600], [-2.994353, -3.270543, -2.666197], [-6.514210, -6.114327, -3.561152], [-7.086441, -6.868202, -4.632050], [-6.209998, -8.046556, -5.004580], [-6.176467, -4.070078, -2.535389], [-6.683303, -2.730501, -2.681911], [-7.666807, -2.599165, -3.827372], [-2.765243, -4.561976, -4.384703], [-2.184409, -5.248055, -2.870495], [-3.665648, -2.596037, -3.207833], [-1.999069, -2.825185, -2.670961], [-3.350486, -3.331999, -1.637408], [-7.280606, -6.230472, -5.493719], [-8.053962, -7.228121, -4.278713], [-5.177354, -7.739304, -5.168905], [-6.580104, -8.531018, -5.909073], [-6.199251, -8.781168, -4.197896], [-5.847311, -2.036436, -2.813554], [-7.166532, -2.477359, -1.739108], [-7.182267, -2.778073, -4.792725], [-8.100907, -1.599793, -3.847232], [-8.469459, -3.330051, -3.724679], [2.184634, 5.119518, -0.316429], [1.779872, 6.289222, -1.185014], [2.211900, 7.502473, -0.161023], [3.589792, 7.775703, 0.060729], [4.264519, 8.358343, -1.168241], [0.176554, 6.199010, -0.800821], [-0.370831, 4.993406, -0.275764], [-0.322183, 5.001207, 1.238880], [1.284888, 7.433788, -2.294554], [1.707523, 7.342692, -3.666582], [1.449673, 5.975008, -4.262561], [4.105317, 6.867749, 0.390037], [3.635413, 8.492875, 0.880009], [4.377318, 7.594684, -1.947202], [5.258908, 8.733714, -0.927124], [3.669799, 9.170278, -1.586555], [0.138896, 4.121859, -0.688457], [-1.410946, 4.935157, -0.602356], [0.668912, 5.259621, 1.611082], [-0.602950, 4.025769, 1.645326], [-1.010741, 5.748940, 1.633307], [2.768039, 7.599846, -3.739807], [1.153765, 8.104345, -4.213903], [2.057487, 5.204839, -3.769259], [1.691108, 5.965944, -5.324865], [0.403023, 5.695832, -4.136980]],
  "forces_ev_per_angstrom": [[-0.1, 0.8, -0.7], [0.5, -0.8, 0.3], [0.3, -0.3, 0.4], [0.1, 0.1, -0.2], [-0.5, 0.4, 0.8], [0.2, 0.1, -0.2], [-0.7, 0.2, -0.4], [0.2, -0.6, 0.0], [-0.1, -0.8, -0.2], [0.3, 0.6, 0.3], [0.1, -0.6, 0.0], [1.1, 0.5, 0.4], [-1.6, -1.1, -0.7], [0.1, 0.4, -0.4], [1.2, 0.6, -0.6], [-1.2, 0.4, 0.8], [0.0, 0.1, -0.6], [-0.6, 0.9, 0.4], [1.0, -1.4, 0.4], [-0.2, 0.4, -0.6], [-0.9, 1.2, -0.2], [0.7, -0.7, 0.2], [0.0, -0.2, 0.0], [0.1, 0.0, 0.1], [-0.2, -0.2, 0.2], [0.1, 0.1, 0.0], [-0.2, 0.3, 0.0], [-0.3, 0.1, -0.3], [-0.1, 0.1, 0.1], [0.2, -0.3, 0.0], [0.1, 0.1, -0.1], [0.1, 0.0, 0.0], [0.2, 0.3, 0.1], [0.0, -0.1, 0.0], [-0.2, -0.1, -0.1], [-0.4, 0.1, 0.2], [0.0, 0.0, -0.2], [-0.4, -0.4, 0.2], [0.0, 0.0, -0.1], [0.2, -0.2, 0.0], [0.3, -0.3, -0.1], [0.0, -0.1, 0.0], [0.2, 0.0, 0.2], [0.1, -0.1, 0.2], [-0.3, 0.5, 0.1], [-0.1, 0.4, 0.0], [0.1, 0.1, 0.1], [0.0, -0.2, 0.3], [0.0, -0.1, 0.1], [0.2, -0.1, 0.0], [0.2, 0.1, 0.1], [-0.4, 3.0, 0.2], [0.1, -5.8, 2.0], [-0.4, 0.6, -0.1], [0.3, 0.1, 0.0], [-0.2, 0.1, -0.1], [-0.1, 0.5, 0.0], [0.0, -0.3, -0.2], [0.1, -0.1, 0.1], [0.5, 1.7, -2.1], [-0.1, 0.4, 0.0], [0.0, -0.2, -0.1], [-0.1, 0.0, 0.0], [-0.1, -0.1, 0.0], [0.0, 0.0, 0.0], [0.0, 0.0, 0.0], [0.1, 0.0, 0.0], [0.2, 0.1, 0.0], [0.0, 0.1, 0.2], [-0.1, 0.1, -0.1], [0.0, 0.0, 0.0], [0.0, 0.0, 0.0], [0.0, 0.0, 0.0], [0.1, -0.2, 0.1], [0.0, 0.1, 0.1], [0.0, 0.0, 0.0], [0.0, 0.0, 0.1], [2.6, -1.1, -3.4], [-5.4, 3.4, 6.6], [0.7, -0.2, -0.6], [0.2, 0.1, 0.1], [-0.1, -0.1, -0.1], [-0.2, -0.6, -1.0], [-0.1, 0.1, 0.4], [0.0, 0.0, 0.2], [2.5, -2.0, -2.1], [0.1, 0.1, -0.3], [-0.2, -0.1, 0.2], [0.0, 0.0, 0.0], [-0.1, 0.0, 0.0], [0.0, 0.0, 0.0], [0.0, 0.0, 0.0], [0.0, 0.0, 0.1], [0.1, 0.0, 0.0], [0.0, 0.2, -0.1], [0.1, -0.1, -0.1], [-0.1, 0.0, 0.0], [0.0, 0.0, 0.0], [0.0, 0.0, 0.0], [-0.1, 0.0, 0.2], [0.1, 0.0, 0.0], [0.0, 0.0, 0.0], [0.0, 0.0, -0.1]]
}


{
  "formula": "C28H60BN2O24P2",
  "method": "ωB97M-V/def2-TZVPD",
  "charge": -1,
  "spin_multiplicity": 1,
  "lumo_ev": 1.518,
  "symbols": ["C", "C", "O", "N", "C", "C", "P", "C", "C", "O", "B", "O", "C", "P", "N", "H", "H", "H", "H", "H", "H", "H", "H", "H", "H", "H", "H", "H", "H", "H", "H", "H", "H", "C", "O", "C", "O", "O", "C", "H", "H", "H", "H", "H", "H", "C", "O", "C", "O", "O", "C", "H", "H", "H", "H", "H", "H", "C", "O", "C", "O", "O", "C", "H", "H", "H", "H", "H", "H", "C", "O", "C", "O", "O", "C", "H", "H", "H", "H", "H", "H", "C", "O", "C", "O", "O", "C", "H", "H", "H", "H", "H", "H", "C", "O", "C", "O", "O", "C", "H", "H", "H", "H", "H", "H", "C", "O", "C", "O", "O", "C", "H", "H", "H", "H", "H", "H"],
  "positions_angstrom": [[2.948273, 4.284603, 3.255314], [2.372598, 5.189236, 2.198713], [2.778622, 6.325553, 2.099097], [1.481193, 4.630649, 1.261674], [1.372554, 5.479937, 0.068371], [0.197629, 4.124492, 1.855095], [-0.091617, 2.262396, 1.982494], [0.745981, 1.569593, 0.498823], [1.007304, 1.639049, 3.318610], [0.079657, 4.603228, 3.159720], [-0.961675, 5.727216, 3.216049], [-1.161008, 6.030035, 1.751736], [-1.083349, 4.755968, 1.211449], [-1.530076, 4.752373, -0.557409], [-0.809958, 3.786177, -1.581535], [2.730102, 3.238683, 3.088840], [2.576434, 4.594118, 4.232026], [4.028808, 4.440628, 3.251063], [1.048498, 4.862599, -0.771239], [2.357736, 5.872812, -0.166218], [0.704506, 6.332478, 0.223277], [1.606711, 2.164904, 0.181046], [1.052337, 0.543347, 0.720089], [0.038523, 1.553744, -0.328576], [0.572080, 0.703888, 3.677525], [1.018609, 2.363868, 4.133823], [2.029999, 1.440296, 2.991189], [-2.022279, 5.285357, 3.681291], [-0.545760, 6.685495, 3.840659], [-1.884763, 4.124938, 1.644924], [-1.439216, 6.123251, -0.874646], [-2.922107, 4.546337, -0.519099], [-1.467567, 3.141299, -2.003746], [-1.039799, -3.693245, -0.135884], [0.056005, -4.617345, -0.046007], [1.175394, -4.069153, 0.427125], [1.303007, -2.926003, 0.774530], [2.130163, -5.004570, 0.451879], [3.388280, -4.530222, 0.944424], [-1.876160, -4.260586, -0.533198], [-1.285207, -3.288898, 0.843846], [-0.796629, -2.876681, -0.812350], [3.287730, -4.169409, 1.966380], [3.765329, -3.724468, 0.317354], [4.055607, -5.386037, 0.906750], [-4.389788, -3.932927, -5.922011], [-3.689620, -5.171659, -5.751066], [-2.973036, -5.233180, -4.626117], [-2.902203, -4.367261, -3.793964], [-2.361687, -6.416048, -4.578214], [-1.556113, -6.607560, -3.406119], [-4.922085, -4.020240, -6.864584], [-5.095337, -3.772488, -5.107695], [-3.692252, -3.098708, -5.961845], [-2.169744, -6.555969, -2.508613], [-0.771266, -5.855915, -3.351424], [-1.121824, -7.598488, -3.498452], [-7.770778, -2.075788, -0.374532], [-7.324949, -2.624586, -1.621344], [-7.345959, -3.952729, -1.678193], [-7.718201, -4.695633, -0.806476], [-6.878608, -4.328163, -2.870711], [-6.823863, -5.742122, -3.067164], [-7.689655, -0.999579, -0.487387], [-8.801711, -2.364551, -0.178592], [-7.136274, -2.419075, 0.439937], [-7.816586, -6.185814, -3.013910], [-6.174492, -6.209946, -2.329102], [-6.409634, -5.881006, -4.062532], [-1.066559, -11.697972, 0.149468], [-1.979321, -12.086176, -0.885351], [-1.964318, -11.289642, -1.952435], [-1.265616, -10.319628, -2.097339], [-2.854250, -11.744484, -2.833965], [-2.944629, -10.963589, -4.032378], [-1.195381, -12.432471, 0.938086], [-0.043230, -11.710602, -0.220514], [-1.305411, -10.701021, 0.514364], [-1.988494, -10.949504, -4.552081], [-3.244627, -9.942674, -3.802768], [-3.699602, -11.452763, -4.639640], [6.066808, 1.885291, 8.055050], [7.106129, 2.482365, 7.272853], [6.659850, 3.112934, 6.179555], [5.510081, 3.196407, 5.840732], [7.701714, 3.630595, 5.532127], [7.338498, 4.338312, 4.333648], [6.569276, 1.417323, 8.896526], [5.365775, 2.642066, 8.402357], [5.526890, 1.141735, 7.471526], [6.675158, 5.168355, 4.567800], [6.842681, 3.671203, 3.631847], [8.267921, 4.700878, 3.906922], [-4.649455, 6.436299, -3.400029], [-5.928713, 5.851661, -3.685362], [-6.379788, 5.038107, -2.733194], [-5.820432, 4.772241, -1.702949], [-7.568401, 4.558774, -3.117180], [-8.158149, 3.656997, -2.175753], [-4.414249, 7.054154, -4.261012], [-4.696635, 7.045623, -2.499622], [-3.893403, 5.663347, -3.273856], [-8.323646, 4.153910, -1.221490], [-7.515994, 2.791560, -2.021491], [-9.103513, 3.355110, -2.616809], [9.512857, 7.533068, 0.538897], [9.960642, 6.415801, -0.240087], [9.433546, 5.249872, 0.132809], [8.661189, 5.086416, 1.040926], [9.902375, 4.295550, -0.671319], [9.390086, 2.988125, -0.383795], [10.018047, 8.397735, 0.120024], [8.433530, 7.645685, 0.459222], [9.784969, 7.402196, 1.584574], [8.307279, 2.970959, -0.490304], [9.657329, 2.687597, 0.627641], [9.854353, 2.329779, -1.111400]],
  "forces_ev_per_angstrom": [[0.0, 0.2, 0.2], [-0.2, -0.4, 0.0], [0.3, 0.3, -0.2], [0.0, 0.5, 0.0], [-0.1, -0.3, -0.1], [0.4, 0.0, 0.2], [-0.3, -0.1, -0.3], [0.0, 0.0, -0.1], [0.1, 0.1, 0.0], [-0.1, -0.1, 0.0], [0.0, 0.1, 0.0], [-0.1, 0.0, 0.0], [-0.1, -0.2, 0.3], [0.2, -0.2, -0.4], [-0.2, 0.0, 0.1], [0.0, 0.1, 0.0], [0.0, -0.1, 0.0], [0.0, 0.0, 0.0], [0.0, 0.1, 0.1], [0.0, 0.0, 0.0], [0.0, 0.0, 0.0], [0.0, 0.0, 0.2], [0.0, 0.0, 0.0], [0.0, 0.0, 0.0], [0.0, 0.0, 0.0], [-0.1, -0.1, 0.0], [0.0, 0.0, 0.0], [0.1, 0.0, 0.0], [0.0, 0.0, -0.1], [0.0, 0.0, 0.0], [0.0, 0.0, 0.1], [-0.1, 0.2, 0.1], [0.1, 0.0, 0.0], [-0.1, 0.0, -0.1], [0.0, 0.0, 0.0], [-0.1, 0.0, 0.0], [0.1, 0.0, 0.0], [0.0, 0.0, 0.0], [0.0, 0.0, 0.0], [0.0, 0.0, 0.0], [0.0, 0.0, 0.0], [0.0, 0.0, 0.0], [0.0, 0.0, 0.0], [0.0, 0.0, 0.0], [0.0, 0.0, 0.0], [-0.1, 0.1, 0.0], [0.0, 0.0, 0.0], [0.0, 0.0, 0.0], [0.0, 0.0, 0.0], [0.0, 0.0, 0.0], [0.1, -0.1, 0.1], [0.0, 0.0, 0.0], [0.0, 0.0, 0.0], [0.0, 0.0, 0.0], [0.0, 0.0, 0.0], [0.0, 0.0, 0.0], [0.0, 0.0, 0.0], [0.0, 0.0, 0.0], [0.0, 0.0, 0.0], [0.0, 0.0, 0.0], [0.0, 0.0, 0.0], [0.0, 0.0, 0.0], [0.1, -0.1, -0.1], [0.0, 0.0, 0.0], [0.0, 0.0, 0.0], [0.0, 0.0, 0.0], [0.0, 0.0, 0.1], [0.0, 0.0, 0.0], [0.0, 0.0, 0.0], [0.0, 0.0, 0.0], [0.0, 0.0, 0.0], [0.0, 0.0, 0.0], [0.0, 0.0, 0.0], [0.0, 0.0, 0.0], [0.0, 0.0, 0.0], [0.0, 0.0, 0.0], [0.0, 0.0, 0.0], [0.0, 0.0, 0.0], [0.0, 0.0, 0.0], [0.0, 0.0, 0.0], [0.0, 0.0, 0.0], [0.0, 0.0, 0.0], [0.0, 0.0, 0.0], [0.0, 0.1, -0.1], [0.0, -0.1, 0.1], [0.0, 0.0, 0.0], [0.0, 0.0, -0.1], [0.0, 0.0, 0.0], [0.0, 0.0, 0.0], [0.0, 0.0, 0.0], [0.0, 0.0, 0.0], [0.0, 0.0, 0.0], [0.0, 0.0, 0.0], [0.1, 0.0, 0.0], [0.0, 0.0, 0.0], [0.0, 0.0, 0.0], [0.0, 0.0, 0.0], [0.0, 0.0, 0.0], [0.0, 0.0, 0.0], [0.0, 0.0, 0.0], [0.0, 0.0, 0.0], [0.0, 0.0, 0.0], [0.0, 0.0, 0.0], [0.0, 0.0, 0.0], [0.0, 0.0, 0.0], [0.0, 0.0, 0.0], [0.0, 0.0, 0.0], [-0.1, 0.0, 0.0], [0.1, 0.0, 0.0], [0.0, 0.0, 0.0], [0.0, 0.0, 0.0], [0.0, 0.0, 0.0], [0.0, 0.0, 0.0], [0.0, 0.0, 0.0], [0.0, 0.0, 0.0], [0.0, 0.0, 0.0], [0.0, 0.0, 0.0]]
}